Below is a 16-piece molecular cluster, C22H75N4O16 overall in a non-equilibrium geometry, with properties calculated with ωB97M-V/def2-TZVPD.

Geometry (Å):
C 6.00 11.04 -17.25
C 6.83 10.34 -16.20
O 6.71 10.84 -14.93
H 5.80 10.45 -18.17
H 6.38 12.06 -17.43
H 4.92 11.05 -16.97
H 7.85 10.33 -16.37
H 6.51 9.33 -16.05
C 3.38 7.14 -18.23
C 3.26 8.59 -17.84
O 3.25 9.35 -19.02
H 4.32 6.85 -18.72
H 2.50 6.92 -18.79
H 3.31 6.65 -17.29
H 4.05 8.90 -17.12
H 2.31 8.86 -17.43
H 3.28 10.28 -18.94
C 5.49 6.97 -15.39
C 4.76 7.99 -14.64
O 3.46 7.67 -14.64
H 5.47 7.19 -16.41
H 5.25 6.04 -15.00
H 6.50 7.14 -15.10
H 4.90 8.97 -15.05
H 4.97 8.04 -13.48
H 3.31 6.79 -14.38
C 11.99 9.77 -15.86
C 10.93 10.52 -16.70
O 11.29 11.88 -16.61
H 11.79 8.66 -15.72
H 12.13 10.20 -14.88
H 12.92 9.80 -16.37
H 9.92 10.35 -16.43
H 11.08 10.22 -17.77
H 11.03 12.14 -15.73
C 5.47 10.86 -21.33
C 4.44 11.93 -21.78
O 4.47 12.12 -23.23
H 5.17 10.34 -20.39
H 6.52 11.16 -21.29
H 5.55 10.16 -22.18
H 4.54 12.91 -21.31
H 3.43 11.57 -21.53
H 5.11 12.73 -23.39
C 3.55 15.65 -18.03
C 4.00 15.03 -16.75
O 3.98 13.63 -16.84
H 2.69 16.26 -17.69
H 3.21 14.86 -18.74
H 4.33 16.15 -18.51
H 3.68 15.49 -15.83
H 5.03 15.21 -16.59
H 4.31 13.27 -16.01
C 4.09 12.59 -13.91
O 3.17 13.36 -13.40
N 5.17 12.98 -14.56
N 3.90 11.24 -13.97
H 5.36 14.00 -14.54
H 5.97 12.31 -14.67
H 3.04 10.81 -13.42
H 4.66 10.75 -14.27
C 1.07 10.75 -16.06
O 0.08 10.08 -16.64
N 1.05 12.04 -15.99
N 2.10 10.26 -15.46
H 0.23 12.42 -16.48
H 1.86 12.72 -15.91
H 2.31 9.28 -15.42
H 2.90 10.88 -15.04
C 7.00 11.06 -11.41
O 7.40 11.81 -12.54
H 6.26 11.65 -10.90
H 7.84 10.77 -10.73
H 6.65 10.13 -11.91
H 7.11 11.37 -13.32
C 8.18 13.82 -15.79
O 8.70 12.61 -15.23
H 7.70 13.46 -16.78
H 8.93 14.51 -16.03
H 7.57 14.36 -15.15
H 8.13 11.90 -15.43
C 6.38 8.00 -20.24
O 6.94 7.98 -18.98
H 6.61 7.11 -20.83
H 6.84 8.81 -20.86
H 5.32 8.13 -20.32
H 6.73 8.80 -18.56
C 8.58 10.74 -19.01
O 9.72 10.66 -19.86
H 8.16 9.85 -18.59
H 7.74 11.20 -19.54
H 8.66 11.35 -18.09
H 9.81 11.47 -20.42
C 9.48 9.31 -13.70
O 8.19 8.75 -13.92
H 10.27 8.63 -13.96
H 9.54 9.62 -12.64
H 9.59 10.26 -14.33
H 7.61 9.44 -14.33
C 9.04 7.21 -16.65
O 9.54 6.75 -15.44
H 9.50 8.15 -17.06
H 7.96 7.29 -16.51
H 9.17 6.39 -17.40
H 9.24 7.35 -14.76
C 2.01 12.39 -19.21
O 3.23 11.90 -18.87
H 1.34 11.56 -19.38
H 2.09 12.93 -20.12
H 1.52 13.03 -18.46
H 3.65 12.45 -18.25
C 6.16 13.97 -19.42
O 6.72 14.31 -20.66
H 6.73 14.31 -18.53
H 6.00 12.83 -19.36
H 5.16 14.35 -19.38
H 6.71 15.24 -20.79

Calculated values
frontier orbital gap: 8.638 eV
largest force on an atom: 6.3 eV/A
HOMO: -6.68 eV
E_tot: -2305.85407 a.u.
charge: -1

Below is C39H44ClN2O2P2Ti as an isolated structure in a non-equilibrium geometry, with properties calculated with ωB97M-V/def2-TZVPD.

Geometry (Å):
Ti -0.69 0.01 0.24
C 1.02 -2.48 1.19
N 1.24 -1.02 1.32
C 0.98 -0.62 2.71
C 2.68 -0.86 1.03
C 3.13 -1.11 -0.40
C 4.23 -1.96 -0.50
C 4.77 -2.32 -1.72
C 4.18 -1.81 -2.87
C 3.10 -0.95 -2.76
C 2.52 -0.56 -1.54
H 1.67 -3.03 1.88
H 1.24 -2.78 0.16
H -0.01 -2.71 1.40
H 1.63 -1.16 3.41
H -0.06 -0.82 2.96
H 1.15 0.45 2.83
H 3.22 -1.58 1.66
H 3.02 0.12 1.37
H 4.68 -2.34 0.41
H 5.63 -2.97 -1.78
H 4.57 -2.07 -3.85
H 2.70 -0.57 -3.68
C -2.75 -1.29 -2.31
P -0.96 -0.97 -2.03
C -0.27 -2.55 -2.69
C -0.64 0.23 -3.38
C -1.13 -0.03 -4.66
C -0.87 0.84 -5.71
C -0.13 1.99 -5.46
C 0.33 2.26 -4.19
C 0.12 1.37 -3.12
P 0.83 1.83 -1.37
C -0.16 3.45 -1.40
C 2.46 2.52 -1.95
H -2.95 -1.67 -3.31
H -3.28 -0.35 -2.16
H -3.09 -2.01 -1.57
H -0.66 -2.77 -3.68
H -0.56 -3.34 -2.00
H 0.81 -2.48 -2.73
H -1.71 -0.92 -4.86
H -1.24 0.62 -6.70
H 0.08 2.68 -6.27
H 0.89 3.17 -4.03
H -0.65 3.66 -2.34
H 0.50 4.29 -1.15
H -0.93 3.39 -0.63
H 2.52 3.59 -1.74
H 2.61 2.35 -3.02
H 3.27 2.02 -1.43
N -1.65 -1.30 1.02
C -2.60 -1.72 1.81
C -2.21 -2.33 3.12
C -1.63 -3.60 3.24
C -1.18 -4.06 4.47
C -1.29 -3.26 5.60
C -1.87 -2.00 5.50
C -2.33 -1.55 4.27
C -4.03 -1.63 1.52
C -4.50 -0.72 0.56
C -5.83 -0.71 0.19
C -6.73 -1.61 0.76
C -6.29 -2.48 1.75
C -4.96 -2.49 2.14
H -1.56 -4.23 2.36
H -0.74 -5.05 4.55
H -0.93 -3.62 6.55
H -1.95 -1.37 6.38
H -2.77 -0.56 4.18
H -3.79 0.00 0.17
H -6.18 0.01 -0.54
H -7.77 -1.62 0.44
H -6.99 -3.16 2.21
H -4.63 -3.16 2.91
Cl 4.83 7.18 1.87
C 3.82 5.81 1.48
C 4.41 4.58 1.21
C 3.60 3.50 0.93
C 2.20 3.59 0.91
C 1.36 2.42 0.67
C 1.65 4.86 1.16
C 2.45 5.96 1.45
H 5.49 4.49 1.23
H 4.07 2.54 0.73
H 0.37 2.53 1.10
H 1.84 1.53 1.03
H 0.57 4.97 1.16
H 2.00 6.92 1.66
O -1.86 1.22 -0.33
O -1.49 1.41 1.03

Calculated values
energy above the lowest of the compared OMol25 structures with the same formula, charge and spin: 233.46 kJ/mol
frontier orbital gap (alpha / beta): 5.191 / 5.673 eV
largest force on an atom: 4.5 eV/A
HOMO (alpha / beta): -2.59 / -3.96 eV
E_tot: -3764.77215 a.u.
spin multiplicity: 3
charge: -1

Question: What is the largest force on an atom in the first record?
Answer: 6.3 eV/A

Question: Look up the E_tot of the second one.
Answer: -3764.77215 a.u.